H14O7 | ωB97M-V/def2-TZVPD

Each line ends with the natural charge from an NBO analysis.
Positions of all 21 atoms, in Å:
H: -0.037 2.094 -0.474  0.4990
H: 0.955 2.050 -1.714  0.4842
H: 0.318 -0.383 -0.914  0.4888
H: -0.187 -1.657 -1.136  0.4941
H: -2.319 0.359 0.103  0.4896
H: -1.518 0.527 -1.150  0.5064
H: -1.716 -2.967 0.658  0.4742
H: -1.813 -1.539 0.029  0.5050
H: 1.333 -0.235 0.997  0.5190
H: -0.003 -0.980 1.405  0.5040
H: 3.546 -0.642 0.492  0.4803
H: 2.425 -0.755 -0.653  0.5265
H: -0.478 2.945 1.181  0.4752
H: -0.295 1.342 1.468  0.5277
O: 0.194 1.613 -1.318  -1.0103
O: 0.683 -1.230 -1.223  -0.9921
O: -2.236 -0.010 -0.793  -0.9630
O: -1.187 -2.238 0.494  -1.0010
O: 0.400 -0.142 1.430  -1.0253
O: 2.810 -0.199 0.115  -0.9758
O: -0.875 2.048 1.002  -1.0066

## Properties
Energy: -14560.2149 eV
Energy above the lowest of the compared OMol25 structures with the same formula, charge and spin: 28.7 kcal/mol
HOMO-LUMO gap: 0.413 hartree
SMILES string: O.O.O.O.O.O.O
Charge: 0

---

C20H17N3O2 | ωB97M-V/def2-TZVPD

Each line ends with the natural charge from an NBO analysis.
Positions of all 42 atoms, in Å:
C: -1.374 4.402 -4.295  -0.6237
C: -1.166 2.924 -4.192  -0.0800
C: -0.444 2.218 -5.137  -0.1864
C: -0.260 0.849 -5.026  -0.2321
C: -0.805 0.174 -3.952  -0.1988
C: -1.534 0.856 -2.990  -0.3197
C: -1.717 2.225 -3.108  0.3564
O: -2.432 3.002 -2.224  -0.4990
C: -3.045 2.399 -1.114  -0.1249
C: -2.058 1.988 -0.070  0.4914
N: -1.628 0.793 0.184  -0.4896
C: -0.737 0.989 1.206  0.2713
N: -0.646 2.251 1.547  -0.1394
O: -1.502 2.908 0.723  -0.2588
C: 0.010 -0.086 1.818  -0.0506
C: -0.111 -1.383 1.325  -0.1657
C: 0.600 -2.414 1.900  -0.2379
C: 1.450 -2.169 2.980  0.1797
C: 1.570 -0.867 3.470  -0.2362
C: 0.857 0.164 2.897  -0.1613
H: 0.949 1.173 3.267  0.2328
H: 2.240 -0.665 4.291  0.2237
N: 2.171 -3.210 3.560  -0.3482
C: 2.629 -4.326 2.915  -0.0533
C: 3.292 -5.110 3.811  -0.2904
C: 3.226 -4.458 5.063  -0.2877
C: 2.542 -3.293 4.874  -0.0613
H: 2.257 -2.543 5.585  0.2141
H: 3.637 -4.811 5.988  0.2233
H: 3.773 -6.045 3.605  0.2233
H: 2.489 -4.460 1.861  0.2123
H: 0.486 -3.420 1.526  0.2231
H: -0.772 -1.567 0.493  0.2334
H: -3.642 1.525 -1.402  0.2091
H: -3.696 3.173 -0.696  0.2243
H: -1.935 0.312 -2.150  0.2334
H: -0.665 -0.892 -3.850  0.2127
H: 0.307 0.316 -5.774  0.2126
H: -0.017 2.751 -5.975  0.2087
H: -2.437 4.627 -4.369  0.2220
H: -1.001 4.896 -3.399  0.2245
H: -0.863 4.806 -5.165  0.2129

## Properties
Energy: -29580.0758 eV
Energy above the lowest of the compared OMol25 structures with the same formula, charge and spin: 64.4 kcal/mol
HOMO-LUMO gap: 0.324 hartree
SMILES string: Cc1ccccc1OCc1nc(-c2ccc(-n3cccc3)cc2)no1
Charge: 0